{
  "formula": "C4H13N3",
  "method": "wB97M-V/def2-TZVPD",
  "symbols": ["N", "C", "C", "C", "N", "C", "N", "H", "H", "H", "H", "H", "H", "H", "H", "H", "H", "H", "H", "H"],
  "xyz": [[-2.44, 0.60, 0.70], [-1.99, -0.64, 0.01], [-0.50, -1.16, -0.04], [0.45, 0.01, 0.12], [0.19, 1.11, -0.87], [1.92, -0.37, 0.17], [2.77, 0.79, -0.01], [-2.69, 0.39, 1.66], [-1.94, 1.47, 0.78], [-2.25, -0.59, -1.05], [-2.78, -1.33, 0.30], [-0.38, -1.80, 0.85], [-0.32, -1.77, -0.93], [0.22, 0.49, 1.08], [-0.30, 0.71, -1.65], [-0.25, 1.86, -0.39], [2.36, -0.92, 1.02], [2.03, -1.03, -0.74], [2.34, 1.61, -0.41], [3.57, 0.58, -0.60]],
  "fmax_ev_per_a": 2.40,
  "e_homo_ev": -8.570,
  "total_energy_ev": -8828.03327,
  "relative_energy_kj_mol": 133.1,
  "multiplicity": 1,
  "gap_ev": 9.547
}


{
  "formula": "C15H28NO5OsSe2Si",
  "method": "wB97M-V/def2-TZVPD",
  "symbols": ["Os", "O", "C", "C", "C", "O", "C", "Se", "C", "Se", "H", "H", "H", "H", "H", "H", "H", "H", "H", "H", "C", "C", "O", "H", "H", "H", "C", "Si", "C", "C", "C", "H", "H", "H", "H", "H", "H", "H", "H", "H", "H", "H", "O", "C", "C", "C", "C", "O", "N", "H", "H", "H", "H"],
  "xyz": [[-0.17, -0.85, -0.27], [-1.18, -1.85, 5.51], [-1.24, -0.51, 5.01], [-0.90, -0.48, 3.51], [-1.01, 1.01, 3.14], [-0.67, 1.18, 1.81], [-1.92, -1.40, 2.83], [-2.31, -1.34, 0.90], [0.53, -1.02, 3.37], [1.51, -0.89, 1.67], [-1.34, -1.82, 6.45], [-0.53, 0.12, 5.56], [-2.25, -0.11, 5.16], [-0.32, 1.56, 3.80], [-2.03, 1.36, 3.36], [-0.67, 2.10, 1.48], [-2.91, -1.24, 3.27], [-1.64, -2.43, 3.05], [0.51, -2.07, 3.64], [1.17, -0.52, 4.12], [0.30, -3.92, 0.28], [-0.22, -2.91, -0.72], [-0.67, -3.27, -1.78], [0.12, -4.92, -0.11], [-0.20, -3.78, 1.24], [1.36, -3.74, 0.45], [3.67, -0.07, -3.51], [2.06, 0.40, -2.65], [2.43, 1.96, -1.67], [0.82, 0.70, -4.03], [1.58, -1.00, -1.52], [4.00, 0.73, -4.17], [3.55, -0.97, -4.11], [4.46, -0.26, -2.79], [2.36, 2.85, -2.30], [3.45, 1.91, -1.29], [1.78, 2.09, -0.81], [0.85, 1.73, -4.37], [-0.20, 0.45, -3.74], [1.07, 0.06, -4.88], [2.43, -1.14, -0.85], [1.53, -1.91, -2.14], [-2.24, -0.29, -2.39], [-1.89, 0.83, -2.07], [-2.43, 2.10, -2.71], [-1.60, 3.18, -2.06], [-0.88, 2.46, -0.93], [-0.32, 3.06, -0.02], [-0.97, 1.10, -1.09], [-3.49, 2.17, -2.47], [-2.34, 2.02, -3.79], [-2.17, 4.03, -1.66], [-0.83, 3.59, -2.72]],
  "s2": 6.02,
  "charge": -1,
  "fmax_ev_per_a": 0.32,
  "e_homo_ev": [-3.173, -4.517],
  "total_energy_ev": -168775.76382,
  "relative_energy_kj_mol": 29.1,
  "multiplicity": 5,
  "gap_ev": [5.707, 6.772]
}


{
  "formula": "C3H6O2S",
  "method": "wB97M-V/def2-TZVPD",
  "symbols": ["C", "C", "C", "O", "O", "S", "H", "H", "H", "H", "H", "H"],
  "xyz": [[-1.31, -0.57, -0.30], [-0.25, 0.01, 0.59], [1.09, -0.02, 0.03], [-2.08, -1.40, 2.29], [-0.42, -2.69, 0.92], [-1.17, -1.47, 1.18], [-2.17, 0.02, -0.57], [-1.02, -1.21, -1.13], [-0.37, 1.69, 1.21], [1.78, 0.22, 0.71], [1.07, 0.62, -0.75], [1.30, -1.00, -0.33]],
  "fmax_ev_per_a": 4.33,
  "e_homo_ev": -9.855,
  "total_energy_ev": -18132.82334,
  "relative_energy_kj_mol": 590.9,
  "multiplicity": 1,
  "gap_ev": 9.321
}


{
  "formula": "C24H28FGdN10OS",
  "method": "wB97M-V/def2-TZVPD",
  "symbols": ["Gd", "N", "C", "N", "C", "N", "N", "C", "C", "C", "C", "C", "C", "N", "C", "C", "C", "C", "C", "C", "H", "H", "H", "H", "H", "H", "H", "H", "H", "H", "H", "N", "N", "C", "N", "S", "H", "H", "H", "H", "H", "F", "C", "C", "C", "C", "C", "C", "C", "H", "H", "H", "H", "H", "H", "C", "N", "C", "N", "O", "H", "H", "H", "H", "H", "H"],
  "xyz": [[-0.39, -0.22, 1.19], [-4.82, 1.11, -0.02], [-4.03, 0.46, 0.83], [-2.83, 0.06, 0.56], [-2.32, 0.30, -0.74], [-1.10, -0.18, -0.87], [-0.26, 0.11, -1.86], [1.03, -0.57, -1.70], [0.88, -1.98, -1.20], [0.93, -3.04, -2.10], [0.78, -4.34, -1.64], [0.57, -4.55, -0.28], [0.49, -3.45, 0.54], [0.62, -2.19, 0.11], [-3.11, 1.03, -1.71], [-2.70, 1.32, -3.01], [-3.52, 2.02, -3.87], [-4.77, 2.45, -3.45], [-5.22, 2.16, -2.17], [-4.39, 1.45, -1.31], [-5.76, 1.36, 0.25], [-4.44, 0.26, 1.82], [1.46, -0.61, -2.70], [1.10, -2.84, -3.15], [0.83, -5.17, -2.33], [0.48, -5.54, 0.12], [0.32, -3.58, 1.60], [-1.73, 0.96, -3.34], [-3.19, 2.24, -4.88], [-5.42, 3.00, -4.12], [-6.20, 2.48, -1.84], [-0.91, -1.69, 3.60], [0.26, -2.04, 4.30], [1.37, -1.27, 4.25], [2.32, -1.55, 5.14], [1.60, -0.03, 3.14], [-1.52, -1.16, 4.23], [-1.40, -2.54, 3.37], [0.14, -2.66, 5.10], [2.24, -2.28, 5.83], [3.18, -1.04, 5.10], [7.15, -1.95, -0.45], [5.92, -1.43, -0.54], [4.97, -1.80, 0.39], [3.70, -1.25, 0.31], [3.39, -0.33, -0.69], [2.01, 0.28, -0.83], [4.38, 0.03, -1.60], [5.65, -0.52, -1.54], [5.23, -2.52, 1.16], [2.96, -1.52, 1.03], [2.10, 1.25, -1.31], [1.57, 0.46, 0.17], [4.16, 0.75, -2.38], [6.42, -0.24, -2.24], [-1.40, 4.47, 1.93], [-1.15, 4.13, 0.53], [-0.62, 2.97, 0.12], [-0.28, 2.86, -1.17], [-0.43, 2.02, 0.94], [-0.71, 5.25, 2.26], [-1.25, 3.59, 2.54], [-2.42, 4.83, 2.05], [-1.24, 4.88, -0.13], [-0.50, 3.61, -1.80], [-0.14, 1.92, -1.58]],
  "s2": 16.10,
  "charge": 2,
  "fmax_ev_per_a": 2.10,
  "e_homo_ev": [-12.056, -11.821],
  "total_energy_ev": -76667.64432,
  "relative_energy_kj_mol": 34.9,
  "multiplicity": 8,
  "gap_ev": [7.013, 4.924]
}


{
  "formula": "C35H37IP2V",
  "method": "wB97M-V/def2-TZVPD",
  "symbols": ["V", "C", "C", "C", "C", "C", "C", "C", "C", "C", "H", "H", "H", "H", "H", "H", "H", "H", "H", "H", "H", "H", "H", "H", "H", "P", "P", "C", "C", "C", "C", "C", "C", "C", "C", "C", "C", "C", "C", "C", "C", "C", "C", "C", "C", "C", "C", "C", "C", "C", "C", "C", "C", "H", "H", "H", "H", "H", "H", "H", "H", "H", "H", "H", "H", "H", "H", "H", "H", "H", "H", "H", "H", "H", "H", "I"],
  "xyz": [[0.33, 0.42, 4.36], [-1.23, -0.29, 5.92], [-1.68, -0.33, 4.59], [-2.44, 0.74, 3.86], [-1.57, 1.82, 3.19], [-0.46, 2.39, 4.01], [-0.45, 2.50, 5.39], [-1.61, 2.21, 6.28], [-1.65, 0.78, 6.88], [1.26, -0.92, 3.27], [-0.92, -1.25, 6.35], [-1.65, -1.33, 4.14], [-3.24, 1.19, 4.49], [-3.00, 0.22, 3.06], [-1.16, 1.40, 2.26], [-2.25, 2.62, 2.84], [0.37, 2.81, 3.43], [0.32, 3.12, 5.86], [-2.57, 2.44, 5.80], [-1.57, 2.86, 7.17], [-1.03, 0.74, 7.79], [-2.69, 0.59, 7.22], [1.39, -1.84, 3.87], [2.26, -0.45, 3.15], [0.79, -1.14, 2.30], [-0.08, -1.88, -2.18], [1.64, 0.57, -2.45], [-0.89, -0.37, -2.76], [-0.10, 0.73, -2.91], [-0.69, -3.12, -3.41], [-1.80, -2.91, -4.24], [-2.18, -3.90, -5.15], [-1.43, -5.08, -5.26], [-0.32, -5.29, -4.44], [0.06, -4.31, -3.52], [-1.11, -2.28, -0.72], [-0.88, -1.41, 0.37], [-1.62, -1.59, 1.53], [-2.55, -2.62, 1.66], [-2.78, -3.46, 0.57], [-2.06, -3.29, -0.62], [2.42, 1.07, -4.07], [2.26, 0.21, -5.18], [2.81, 0.53, -6.43], [3.53, 1.72, -6.58], [3.68, 2.60, -5.50], [3.13, 2.27, -4.25], [1.91, 2.01, -1.38], [3.14, 2.04, -0.68], [3.42, 3.10, 0.19], [2.49, 4.14, 0.36], [1.28, 4.11, -0.35], [0.99, 3.05, -1.21], [-1.97, -0.40, -2.95], [-0.43, 1.68, -3.35], [-2.39, -1.99, -4.16], [-3.06, -3.73, -5.78], [-1.72, -5.84, -5.99], [0.25, -6.21, -4.51], [0.92, -4.46, -2.87], [-0.15, -0.60, 0.30], [-1.42, -0.90, 2.35], [-3.10, -2.74, 2.60], [-3.53, -4.25, 0.65], [-2.26, -3.93, -1.47], [1.67, -0.71, -5.08], [2.68, -0.15, -7.28], [3.97, 1.97, -7.56], [4.21, 3.54, -5.63], [3.22, 2.98, -3.43], [3.87, 1.25, -0.83], [4.37, 3.12, 0.72], [2.71, 4.96, 1.04], [0.57, 4.93, -0.24], [0.06, 3.05, -1.77], [1.72, 0.48, 6.39]],
  "s2": 3.78,
  "fmax_ev_per_a": 2.62,
  "e_homo_ev": [-6.742, -7.439],
  "total_energy_ev": -89257.37113,
  "multiplicity": 4,
  "gap_ev": [7.267, 7.275]
}


{
  "formula": "C18H19FNO8",
  "method": "wB97M-V/def2-TZVPD",
  "symbols": ["F", "C", "C", "C", "C", "C", "C", "N", "H", "H", "H", "H", "H", "H", "H", "H", "H", "H", "H", "C", "C", "C", "O", "C", "C", "C", "O", "O", "O", "H", "H", "H", "H", "C", "C", "C", "O", "C", "C", "C", "O", "O", "O", "H", "H", "H", "H"],
  "xyz": [[-1.45, -0.90, 3.01], [-0.77, -0.94, 1.77], [-1.67, -0.16, 0.76], [-0.87, 0.45, -0.48], [0.09, -0.51, -1.27], [1.47, 0.03, -0.67], [1.17, 1.33, 0.10], [-0.10, 1.56, 0.16], [0.24, -0.50, 1.94], [-0.67, -2.02, 1.52], [-2.50, -0.80, 0.39], [-2.09, 0.73, 1.31], [-1.69, 0.73, -1.18], [-0.10, -1.60, -1.22], [-0.04, -0.19, -2.34], [2.20, -0.71, -0.27], [1.99, 0.40, -1.60], [1.95, 1.99, 0.54], [-0.64, 2.31, 0.59], [5.50, 3.04, 2.83], [4.87, 2.05, 2.20], [5.33, 1.54, 0.88], [4.73, 0.61, 0.36], [6.49, 2.17, 0.27], [7.13, 3.17, 0.89], [6.68, 3.67, 2.22], [7.30, 4.56, 2.76], [8.20, 3.77, 0.34], [3.78, 1.46, 2.74], [5.18, 3.42, 3.79], [6.81, 1.80, -0.70], [8.47, 4.45, 0.98], [3.52, 0.77, 2.10], [-6.73, -2.94, -0.74], [-5.93, -1.88, -0.61], [-4.90, -1.56, -1.64], [-4.20, -0.57, -1.50], [-4.77, -2.45, -2.79], [-5.57, -3.51, -2.92], [-6.62, -3.82, -1.90], [-7.33, -4.79, -2.06], [-5.47, -4.35, -3.97], [-6.01, -1.06, 0.45], [-7.48, -3.19, 0.00], [-4.01, -2.21, -3.52], [-6.15, -5.03, -3.82], [-5.33, -0.37, 0.31]],
  "charge": 1,
  "fmax_ev_per_a": 3.83,
  "e_homo_ev": -11.886,
  "total_energy_ev": -39552.95420,
  "multiplicity": 1,
  "gap_ev": 7.411
}